# 1
Formula: C3H7NO2S
Source: the OMol25 dataset
Level of theory: ωB97M-V with the def2-TZVPD basis set

DFT total energy, Eh: -721.87410
Relative energy (zero: lowest compared OMol25 entry of this formula, charge and spin), kJ/mol: 79.4
Maximum force, eV/Å: 2.92
Kohn-Sham gap (alpha / beta), eV: 6.703 / 6.753

```
! wB97M-V def2-TZVPD RIJCOSX def2/J DEFGRID3
* xyz -1 2
O 1.14 -1.47 0.23
C 0.78 -0.46 -0.68
O 1.65 -0.11 -1.52
C -0.76 -0.45 -0.91
C -0.23 0.84 -0.27
S -0.89 1.40 1.24
N -1.56 -1.26 -0.06
H 2.00 -1.72 -0.13
H -1.06 -0.53 -1.95
H -0.20 1.57 -1.07
H 1.71 1.77 2.70
H 1.83 2.45 2.40
H -1.19 -2.20 -0.02
H -1.69 -0.85 0.86
*
```

# 2
Formula: C2HIN2O2
Source: the OMol25 dataset
Level of theory: ωB97M-V with the def2-TZVPD basis set

SMILES string: N#C[C@@H](I)[N+](=O)[O-]
DFT total energy, Eh: -634.33545
Relative energy (zero: lowest compared OMol25 entry of this formula, charge and spin), kJ/mol: 229.9
Maximum force, eV/Å: 4.79
Kohn-Sham gap, eV: 9.497

```
! wB97M-V def2-TZVPD RIJCOSX def2/J DEFGRID3
* xyz 0 1
C -0.43 -0.44 -1.87
C -0.68 0.23 -0.66
N -0.02 -0.98 -2.79
N -1.69 -0.38 0.28
O -1.40 -1.42 0.74
O -2.70 0.28 0.50
I -1.19 2.21 -0.86
H 0.34 -0.10 0.04
*
```

# 3
Formula: C40H48N5O6P2RbS
Source: the OMol25 dataset
Level of theory: ωB97M-V with the def2-TZVPD basis set

DFT total energy, Eh: -3383.34143
Relative energy (zero: lowest compared OMol25 entry of this formula, charge and spin), kJ/mol: 30.3
Maximum force, eV/Å: 1.82
Kohn-Sham gap, eV: 7.797

```
! wB97M-V def2-TZVPD RIJCOSX def2/J DEFGRID3
* xyz 0 1
Rb 0.24 -0.29 0.05
N 2.00 4.11 7.38
C 1.53 3.15 6.50
C 2.09 1.87 6.48
C 1.68 0.94 5.54
C 0.70 1.29 4.62
C 0.14 2.55 4.64
C 0.53 3.47 5.58
S 0.33 0.28 3.20
O 0.63 -1.12 3.42
O -1.06 0.52 2.85
N 1.21 0.90 2.01
C 2.51 0.70 2.02
N 3.12 0.74 0.80
C 4.42 0.57 0.78
C 5.19 0.37 1.92
C 4.48 0.32 3.11
N 3.18 0.47 3.17
H 2.52 3.79 8.18
H 1.40 4.90 7.54
H 2.86 1.61 7.20
H 2.12 -0.04 5.48
H -0.61 2.78 3.89
H 0.09 4.46 5.60
H 4.87 0.59 -0.21
H 6.26 0.25 1.87
H 4.98 0.15 4.06
C -2.86 -3.91 0.07
C -2.27 -3.19 1.28
C -2.36 -4.05 2.54
C -2.91 -1.81 1.50
C -4.44 -1.78 1.74
O -4.97 -1.06 0.63
C -3.90 -0.62 -0.07
N -2.75 -0.99 0.32
C -4.11 0.19 -1.27
C -5.01 -0.22 -2.24
C -5.12 0.49 -3.43
C -4.31 1.59 -3.64
C -3.43 2.02 -2.66
C -3.32 1.33 -1.46
P -2.25 1.83 -0.03
C -1.68 3.46 -0.62
C -0.67 3.44 -1.59
C -0.08 4.61 -2.03
C -0.49 5.83 -1.50
C -1.48 5.86 -0.54
C -2.07 4.69 -0.10
C -3.67 2.32 1.03
C -4.71 3.10 0.52
C -5.78 3.45 1.33
C -5.84 3.02 2.64
C -4.80 2.26 3.16
C -3.72 1.92 2.36
H -2.31 -4.83 -0.13
H -2.80 -3.27 -0.81
H -3.90 -4.18 0.25
H -1.20 -3.01 1.09
H -3.39 -4.20 2.85
H -1.81 -3.58 3.36
H -1.91 -5.03 2.35
H -2.37 -1.32 2.32
H -4.70 -1.23 2.65
H -4.92 -2.76 1.77
H -5.62 -1.09 -2.07
H -5.82 0.18 -4.18
H -4.37 2.13 -4.58
H -2.83 2.90 -2.83
H -0.35 2.48 -1.99
H 0.70 4.58 -2.78
H -0.02 6.74 -1.83
H -1.80 6.81 -0.12
H -2.84 4.74 0.66
H -4.68 3.43 -0.51
H -6.58 4.06 0.92
H -6.69 3.26 3.25
H -4.83 1.93 4.19
H -2.89 1.34 2.76
C -0.79 1.57 -5.62
C 0.48 0.75 -5.41
O 0.18 -0.46 -4.74
P 0.15 -0.46 -3.09
O -0.86 -1.73 -2.96
C -2.18 -1.60 -3.47
C -2.37 -2.50 -4.68
O 1.51 -1.23 -2.71
C 1.91 -2.45 -3.35
C 2.83 -2.18 -4.54
H -0.58 2.49 -6.15
H -1.22 1.81 -4.65
H -1.51 0.98 -6.18
H 1.23 1.33 -4.85
H 0.91 0.47 -6.38
H -2.38 -0.56 -3.74
H -2.87 -1.89 -2.66
H -1.65 -2.20 -5.45
H -3.38 -2.39 -5.07
H -2.20 -3.54 -4.42
H 1.03 -3.00 -3.68
H 2.44 -3.03 -2.59
H 2.26 -1.75 -5.36
H 3.28 -3.11 -4.88
H 3.62 -1.49 -4.26
*
```

# 4
Formula: C37H42BrMoN2OP3
Source: the OMol25 dataset
Level of theory: ωB97M-V with the def2-TZVPD basis set

DFT total energy, Eh: -5285.42954
Relative energy (zero: lowest compared OMol25 entry of this formula, charge and spin), kJ/mol: 184.6
Maximum force, eV/Å: 3.31
Kohn-Sham gap (alpha / beta), eV: 6.148 / 5.647

```
! wB97M-V def2-TZVPD RIJCOSX def2/J DEFGRID3
* xyz 2 3
Mo -0.50 -0.89 -0.67
C 2.04 0.66 -2.49
P 1.00 1.18 -1.03
C -0.18 2.39 -1.76
N 0.23 3.38 -2.59
C -0.72 4.41 -2.81
C -0.31 5.51 -3.64
C -1.22 6.49 -3.98
C -2.55 6.38 -3.47
C -2.91 5.52 -2.47
C -2.02 4.44 -2.18
N -2.47 3.37 -1.52
C -1.53 2.39 -1.30
P -2.25 0.82 -0.71
C -3.51 0.47 -2.14
C -3.15 1.05 0.88
C -4.10 -0.24 1.00
C -2.19 0.88 2.07
C -4.03 2.25 1.25
C 2.19 2.27 -0.14
C 1.42 3.45 0.52
C 2.89 1.43 0.96
C 3.28 2.82 -1.08
H 2.98 0.21 -2.05
H 2.27 1.53 -3.07
H 1.50 -0.05 -3.06
H 0.73 5.40 -4.04
H -0.81 7.35 -4.57
H -3.39 7.04 -3.81
H -3.78 5.62 -1.87
H -2.97 0.34 -3.00
H -3.89 2.39 -2.38
H -4.08 -0.45 -1.83
H -4.92 -0.23 0.31
H -4.63 -0.10 1.94
H -3.50 -1.15 0.91
H -1.92 -0.18 2.22
H -2.64 1.28 2.98
H -1.24 1.37 1.87
H -5.03 2.20 0.76
H -3.41 3.22 1.17
H -4.14 2.15 2.33
H 0.69 3.05 1.20
H 1.01 4.03 -0.30
H 2.15 4.09 1.08
H 2.35 1.24 1.93
H 3.77 2.11 1.25
H 3.45 0.53 0.55
H 2.85 3.37 -1.95
H 3.97 2.02 -1.41
H 3.91 3.51 -0.55
O -4.40 1.50 -2.25
C -1.78 -1.94 0.16
C -1.62 -3.33 0.34
C -2.72 -4.23 0.23
C -2.49 -5.55 0.09
C -1.13 -5.99 0.32
C -0.06 -5.19 0.60
C -0.29 -3.78 0.64
P 0.95 -2.45 0.80
C 2.51 -3.18 0.24
C 2.58 -3.59 -1.07
C 3.82 -3.95 -1.68
C 4.96 -4.14 -0.92
C 4.86 -3.88 0.47
C 3.67 -3.41 1.03
C 1.18 -2.37 2.65
C 0.17 -2.75 3.54
C 0.63 -2.80 4.88
C 1.88 -2.39 5.30
C 2.70 -1.69 4.42
C 2.34 -1.70 3.09
H -3.68 -3.78 0.09
H -3.24 -6.30 -0.20
H -1.04 -7.08 0.41
H 0.93 -5.66 0.89
H 1.71 -3.68 -1.68
H 3.79 -4.09 -2.72
H 5.94 -4.42 -1.38
H 5.69 -4.05 1.16
H 3.68 -3.11 2.07
H -0.72 -3.25 3.19
H -0.11 -3.21 5.58
H 2.26 -2.39 6.31
H 3.64 -1.30 4.82
H 2.99 -1.20 2.36
Br -0.32 -1.94 -3.10
*
```

# 5
Formula: C6H13N
Source: the OMol25 dataset
Level of theory: ωB97M-V with the def2-TZVPD basis set

SMILES string: C/C=C(\C)CCN
DFT total energy, Eh: -291.11226
Relative energy (zero: lowest compared OMol25 entry of this formula, charge and spin), kJ/mol: 122.0
Maximum force, eV/Å: 2.08
Kohn-Sham gap, eV: 9.470

```
! wB97M-V def2-TZVPD RIJCOSX def2/J DEFGRID3
* xyz 0 1
C 0.78 1.72 0.23
C -0.15 0.81 -0.61
C -0.16 -0.57 -0.06
C -1.29 -1.10 0.46
C -1.62 -2.58 0.55
C 1.06 -1.45 -0.34
N 1.08 3.02 -0.30
H 1.69 1.15 0.46
H 0.38 1.74 1.27
H -1.15 1.27 -0.58
H 0.12 0.82 -1.69
H -1.92 -0.38 1.02
H -1.01 -2.88 -0.31
H -2.66 -2.85 0.48
H -1.29 -3.00 1.50
H 1.18 -1.44 -1.42
H 0.94 -2.43 0.12
H 1.89 -0.97 0.16
H 0.35 3.69 -0.12
H 1.99 3.36 -0.03
*
```

# 6
Formula: C29H69AlBaN6O14
Source: the OMol25 dataset
Level of theory: ωB97M-V with the def2-TZVPD basis set

DFT total energy, Eh: -2794.74290
Maximum force, eV/Å: 8.61
Kohn-Sham gap, eV: 1.614

```
! wB97M-V def2-TZVPD RIJCOSX def2/J DEFGRID3
* xyz 2 1
Ba 4.34 -3.36 6.80
Al -3.96 -3.83 1.36
C 1.17 -4.25 -4.98
C 0.70 -2.80 -4.88
C 1.33 -2.03 -6.06
C 0.74 -2.33 -7.53
C -0.83 -2.15 -7.47
C -1.46 -2.87 -6.17
N -0.73 -2.59 -4.91
O -1.45 -3.06 -3.71
C -1.63 -4.40 -6.57
C -2.77 -2.06 -6.10
C 1.33 -2.25 -3.58
H 0.45 -4.83 -4.41
H 2.10 -4.55 -4.50
H 1.16 -4.77 -5.94
H 2.40 -1.86 -5.95
H 0.87 -1.06 -5.85
H 0.84 -3.37 -7.85
H 1.31 -1.62 -8.13
H -1.21 -2.52 -8.42
H -1.10 -1.10 -7.61
H -0.87 -4.93 -7.14
H -2.61 -4.54 -7.02
H -1.63 -5.01 -5.67
H -3.35 -2.13 -7.01
H -2.71 -1.03 -5.76
H -3.41 -2.46 -5.32
H 0.70 -1.45 -3.20
H 2.40 -2.07 -3.65
H 1.36 -2.93 -2.72
N 0.73 -0.78 3.15
O 1.51 -0.33 2.29
O 1.30 -1.19 4.15
O -0.42 -1.06 2.98
N 0.01 -5.69 4.41
O 0.29 -5.42 3.30
O -1.21 -5.81 4.64
O 0.80 -5.83 5.28
C -1.97 2.46 -2.99
C -2.09 2.14 -1.55
O -2.98 1.06 -1.41
H -1.72 1.55 -3.54
H -1.17 3.18 -3.18
H -2.93 2.87 -3.27
H -2.59 2.96 -1.03
H -1.18 1.99 -0.98
H -2.65 0.53 -2.14
C -5.84 0.40 3.06
O -6.33 -0.61 2.14
C -7.68 -0.09 1.81
C -8.31 -0.86 0.69
N -8.22 -2.32 0.78
C -8.89 -3.14 -0.26
C -8.07 -3.27 -1.60
O -6.95 -4.06 -1.24
C -6.55 -4.99 -2.30
H -4.82 0.08 3.30
H -6.43 0.45 3.97
H -5.60 1.40 2.71
H -7.76 0.98 1.61
H -8.25 -0.31 2.71
H -7.75 -0.57 -0.20
H -9.38 -0.68 0.59
H -8.84 -2.48 1.56
H -9.94 -2.89 -0.40
H -9.08 -4.16 0.09
H -7.65 -2.28 -1.79
H -8.59 -3.45 -2.54
H -7.47 -5.55 -2.52
H -5.87 -5.72 -1.87
H -6.22 -4.45 -3.19
C 2.65 0.33 8.03
O 3.81 0.03 7.21
C 4.02 1.11 6.29
C 5.38 0.88 5.57
N 5.34 -0.32 4.71
C 6.54 -0.75 3.98
C 6.24 -1.75 2.88
O 5.37 -2.79 3.50
C 4.99 -3.81 2.54
H 1.66 0.26 7.59
H 2.71 1.26 8.61
H 2.60 -0.29 8.93
H 4.13 1.95 6.97
H 3.22 1.33 5.58
H 6.25 0.81 6.21
H 5.54 1.80 5.01
H 4.58 -0.25 4.04
H 7.45 -1.11 4.47
H 6.94 0.17 3.54
H 7.19 -2.09 2.48
H 5.67 -1.28 2.08
H 5.89 -4.34 2.19
H 4.47 -3.38 1.68
H 4.25 -4.42 3.06
C 2.86 9.72 1.83
O 3.93 9.28 2.70
C 3.40 8.15 3.54
C 3.18 6.76 2.82
N 4.37 6.36 2.09
C 4.22 5.43 0.98
C 3.89 6.21 -0.31
O 4.55 5.66 -1.51
C 4.04 4.47 -2.10
H 2.01 9.80 2.51
H 2.65 8.89 1.17
H 3.09 10.64 1.30
H 2.57 8.47 4.17
H 4.06 7.95 4.39
H 2.32 6.76 2.15
H 3.19 5.90 3.49
H 4.66 7.22 1.65
H 3.45 4.69 1.20
H 5.16 4.86 0.95
H 3.88 7.29 -0.17
H 2.82 6.08 -0.50
H 3.96 3.70 -1.34
H 4.88 4.04 -2.65
H 3.20 4.48 -2.80
*
```

# 7
Formula: C8H8NNdO6
Source: the OMol25 dataset
Level of theory: ωB97M-V with the def2-TZVPD basis set

DFT total energy, Eh: -1376.56448
Relative energy (zero: lowest compared OMol25 entry of this formula, charge and spin), kJ/mol: 0.0
Maximum force, eV/Å: 5.79
Kohn-Sham gap (alpha / beta), eV: 5.941 / 6.158

```
! wB97M-V def2-TZVPD RIJCOSX def2/J DEFGRID3
* xyz 2 4
O -1.29 3.64 1.95
C -0.64 2.96 1.32
Nd 0.20 1.22 -0.79
O -3.40 1.76 -0.37
C -2.32 1.48 -0.61
C -0.56 1.59 -3.23
O -1.17 1.95 -4.16
C 1.04 3.34 -2.17
O 1.43 3.99 -3.07
C -0.73 3.59 -1.34
O -1.33 4.50 -1.78
H 1.70 2.85 -1.29
C 1.41 -3.04 0.21
N 0.53 -2.62 1.29
C 0.20 -3.49 2.40
C 0.03 -1.41 1.28
O 0.35 -0.59 0.33
H 1.74 -4.04 0.44
H 2.27 -2.37 0.16
H 0.87 -3.04 -0.74
H 0.47 -3.04 3.37
H -0.88 -3.72 2.45
H 0.73 -4.42 2.30
H -0.67 -1.08 2.05
*
```

# 8
Formula: CH2FNOS
Source: the OMol25 dataset
Level of theory: ωB97M-V with the def2-TZVPD basis set

SMILES string: O=C(F)NS
DFT total energy, Eh: -667.33656
Relative energy (zero: lowest compared OMol25 entry of this formula, charge and spin), kJ/mol: 36.0
Maximum force, eV/Å: 4.44
Kohn-Sham gap, eV: 10.819

```
! wB97M-V def2-TZVPD RIJCOSX def2/J DEFGRID3
* xyz 0 1
C 0.87 0.19 -0.04
N -0.26 -0.35 0.33
O 1.26 1.19 -0.49
F 1.99 -0.99 0.10
S -1.69 0.61 0.35
H -0.29 -1.29 0.73
H -1.88 0.64 -0.98
*
```

# 9
Formula: C24H40CeN4O4SSi
Source: the OMol25 dataset
Level of theory: ωB97M-V with the def2-TZVPD basis set

DFT total energy, Eh: -2620.94008
Maximum force, eV/Å: 4.53
Kohn-Sham gap (alpha / beta), eV: 4.892 / 4.868

```
! wB97M-V def2-TZVPD RIJCOSX def2/J DEFGRID3
* xyz 1 2
Ce 0.25 -0.58 1.31
S -0.23 -0.11 3.97
C -0.20 -1.81 3.59
N -1.23 -2.63 3.86
C -0.84 -4.02 3.63
C 0.73 -3.98 3.50
N 0.94 -2.54 3.26
H -2.21 -2.34 4.12
H -1.22 -4.52 2.72
H -1.23 -4.54 4.50
H 1.12 -4.63 2.74
H 1.09 -4.36 4.49
H 1.82 -2.14 3.51
O 0.03 -4.11 0.54
C 0.56 -3.34 -0.28
O 0.31 -1.99 -0.19
C 1.42 -3.73 -1.43
C 2.10 -4.97 -1.43
C 3.04 -5.13 -2.41
C 3.14 -4.25 -3.52
C 2.37 -3.07 -3.59
C 1.57 -2.81 -2.50
N 4.17 -4.47 -4.47
O 4.30 -3.57 -5.38
O 4.87 -5.51 -4.41
H 2.00 -5.71 -0.66
H 3.66 -6.00 -2.35
H 2.39 -2.40 -4.43
H 1.18 -1.79 -2.34
C -3.27 2.44 2.13
C -3.19 1.76 0.79
C -3.32 0.28 0.99
C -4.06 2.35 -0.31
Si -1.30 1.94 0.00
C -1.11 1.41 -1.94
C -1.37 2.62 -2.77
C 0.35 0.98 -2.00
C -1.94 0.18 -2.29
C -0.56 3.74 0.34
C 0.81 3.96 -0.40
C -0.14 3.88 1.79
C -1.50 4.86 -0.05
H -4.13 2.11 2.71
H -3.35 3.57 2.08
H -2.42 2.14 2.68
H -3.65 0.11 2.03
H -2.31 -0.22 1.06
H -3.97 -0.30 0.30
H -5.11 2.31 -0.05
H -3.97 1.80 -1.27
H -3.84 3.40 -0.54
H -0.65 3.46 -2.62
H -2.41 3.05 -2.71
H -1.19 2.36 -3.82
H 1.04 1.76 -1.65
H 0.67 0.70 -3.02
H 0.55 0.02 -1.34
H -3.04 0.31 -2.19
H -1.56 -0.67 -1.71
H -1.74 -0.10 -3.37
H 1.55 3.21 -0.19
H 1.20 4.90 0.06
H 0.82 4.04 -1.53
H 0.59 3.11 2.10
H -0.93 3.79 2.53
H 0.31 4.95 1.89
H -1.56 4.93 -1.19
H -1.15 5.85 0.32
H -2.49 4.63 0.40
C 5.00 1.07 1.07
C 3.65 0.62 1.14
N 2.56 0.25 1.19
H 5.38 1.00 0.02
H 5.68 0.42 1.62
H 5.18 2.09 1.43
*
```